Record 1
Density functional theory data (wB97M-V/def2-TZVPD) for a cluster of 6 separate species, C20H55N3O7 in total.

SMILES = COC[C@H](C)N.COC[C@H](C)N.COCCNCCOC.CCO.CCO.CCO
energy relative to the best compared isomer or geometry (same formula, charge and spin) = 9.0 kcal/mol
highest occupied orbital energy = -8.9 eV
E = -40427.923 eV

The geometry in XYZ format:
```
85
Properties=species:S:1:pos:R:3:forces:R:3
C 8.791332 2.520586 18.720478 -0.49 -0.26 0.48
O 10.030013 1.940694 18.366289 0.35 0.21 0.63
C 11.174635 2.643281 18.811776 0.64 0.66 -0.93
C 12.385659 2.431483 17.859035 -0.43 -0.74 0.18
C 12.842867 0.955954 17.907809 -1.09 0.35 0.27
N 13.526020 3.204850 18.311804 0.09 0.01 0.71
H 8.760187 3.059088 19.667654 0.63 0.03 0.27
H 8.084071 1.705853 18.875702 -0.08 -0.02 -0.38
H 8.404094 3.230148 17.989268 0.15 -0.12 -0.41
H 10.955031 3.700133 18.963210 -0.17 0.44 -0.71
H 11.584109 2.430334 19.799239 -0.48 -1.10 0.54
H 12.120176 2.625794 16.819876 -0.07 0.38 0.04
H 13.696856 0.806951 17.247066 -0.32 -0.25 -0.07
H 11.946135 0.366981 17.715262 0.25 -0.34 -0.79
H 13.085823 0.603750 18.910326 0.44 0.48 0.28
H 13.519158 2.904690 19.276140 1.05 -0.13 0.57
H 13.376813 4.195112 18.443008 -0.45 0.41 -0.66
C 17.626916 12.810936 20.040915 -0.23 -0.60 -0.40
O 16.769578 11.679338 19.834978 1.13 0.44 -0.27
C 17.034233 10.569820 20.648987 -1.09 -0.59 -0.01
C 16.412411 9.276771 20.024862 -0.99 1.35 -0.97
C 14.888545 9.291968 20.023573 -0.54 1.66 -0.43
N 16.825895 8.149195 20.740961 1.34 -1.62 2.03
H 18.694123 12.589382 20.031396 0.17 -0.60 -0.47
H 17.532308 13.289729 21.015550 -0.80 0.22 0.05
H 17.388951 13.439037 19.182456 0.12 0.42 0.46
H 18.077995 10.344668 20.867972 0.53 0.36 -0.54
H 16.598941 10.817748 21.617055 -0.30 -0.51 0.46
H 16.812847 9.151201 19.018887 -0.24 0.72 -0.41
H 14.357831 8.410279 19.664308 0.53 -0.24 0.10
H 14.533165 10.123413 19.414883 -0.01 0.09 -0.34
H 14.509973 9.570078 21.007159 0.14 -0.43 0.32
H 17.534902 8.478157 21.380643 0.26 -0.67 0.43
H 17.268208 7.453636 20.157295 -0.01 -0.03 0.01
C 10.023912 3.722692 8.649816 -0.01 2.15 -0.12
O 10.281392 4.109024 9.998046 0.36 -0.30 0.60
C 9.148285 4.404718 10.808694 -0.62 0.44 0.19
C 9.516786 5.001412 12.198137 0.10 -0.94 0.12
N 10.218719 6.273829 12.093649 -1.25 -0.82 -1.57
C 11.011202 6.586878 13.263731 0.76 -0.21 -1.41
C 11.570115 8.038980 13.064820 -1.22 -0.84 1.29
O 12.578709 8.353846 14.044303 -2.03 -1.87 -1.01
C 13.497015 9.199208 13.526786 2.46 1.41 0.83
H 9.603067 2.751055 8.391122 0.26 -0.33 0.74
H 10.946665 3.958037 8.119493 0.16 -0.72 0.03
H 9.352702 4.474468 8.234595 -0.51 0.00 -0.16
H 8.584350 3.476289 10.898737 -0.31 0.06 0.42
H 8.521464 5.158663 10.332493 -0.16 0.02 -0.48
H 10.132312 4.224759 12.652063 0.51 -0.16 0.37
H 8.687689 5.127389 12.894453 -0.58 -0.26 -0.46
H 10.753981 5.983973 11.287696 1.19 1.20 -0.16
H 11.786972 5.821193 13.267365 0.79 0.29 0.56
H 10.370149 6.323695 14.105112 0.13 0.96 0.45
H 10.725793 8.727154 13.105232 -0.28 0.21 0.78
H 11.824798 8.233651 12.023019 1.04 -0.69 -0.07
H 13.107760 10.215764 13.470289 0.06 0.21 -0.65
H 14.076626 8.859233 12.668552 -0.79 -0.08 -0.85
H 14.327911 9.238329 14.231178 -0.08 0.27 0.57
C 23.007211 9.331480 20.030851 -0.18 -0.94 1.12
C 23.308744 8.764059 21.412524 2.49 -0.88 -0.65
O 22.184588 8.137310 21.969092 -0.37 0.57 0.40
H 22.821766 8.462899 19.398982 -0.38 0.22 -0.21
H 23.849809 9.866393 19.592679 -0.25 0.31 0.27
H 22.096222 9.902295 20.210761 0.09 0.38 -0.78
H 23.940714 9.387353 22.045149 -1.18 1.31 0.62
H 24.095581 8.011344 21.363390 0.09 -0.79 -0.91
H 22.502479 7.745760 22.785928 -0.33 -0.17 0.14
C 13.253588 2.811560 24.742581 -0.18 -0.53 -0.80
C 13.933396 4.128200 24.377438 -0.79 -0.08 1.24
O 14.983237 3.947529 23.492806 1.02 -0.76 -0.93
H 13.832308 2.205397 25.439530 0.14 0.17 0.00
H 13.111300 2.205959 23.847535 0.07 -0.05 -0.15
H 12.251681 2.930544 25.155028 0.09 0.36 0.19
H 14.328076 4.468249 25.334878 -0.01 0.76 0.04
H 13.217189 4.840828 23.968409 -0.17 0.06 0.19
H 15.105851 4.693203 22.900740 -0.15 0.10 0.21
C 21.949300 17.512307 16.650839 -0.16 0.96 1.19
C 22.942658 17.824069 17.810166 -0.30 -0.74 -0.08
O 23.298817 16.601339 18.421305 1.58 -1.08 -0.01
H 21.528780 18.409615 16.196841 0.24 0.09 -0.16
H 21.085666 16.987893 17.059789 -0.01 -0.19 0.04
H 22.412875 16.878813 15.894620 0.16 0.15 0.15
H 22.734374 18.423078 18.696679 -1.41 0.83 -0.62
H 23.842253 18.311879 17.434842 0.25 -0.50 -0.28
H 22.567155 16.030408 18.666888 -0.34 0.48 -0.23
```
Forces are in eV/Å.

Löwdin population analysis, charges in e, atoms 1 to 5: number 1, C, carries -0.115; number 2, O, carries -0.168; number 3, C, carries -0.216; number 4, C, carries -0.434; number 5, C, carries -0.065

***

Record 2
Density functional theory data (wB97M-V/def2-TZVPD) for an isolated molecule of C2H2P2.

energy relative to the best compared isomer or geometry (same formula, charge and spin) = 2.2 kcal/mol
highest occupied orbital energy = -8.3 eV
E = -20681.138 eV

The geometry in XYZ format:
```
6
Properties=species:S:1:pos:R:3:forces:R:3
C 1.746362 -0.019122 0.134625 -2.28 0.58 -1.52
C 0.350162 0.018403 -0.073031 2.78 -1.31 1.86
P 3.287352 1.009169 -0.039958 -1.05 -1.42 0.29
P 3.250681 -1.045214 0.009369 -0.79 1.23 0.14
H -0.268012 -0.882501 0.083872 0.82 -0.02 -0.44
H -0.311139 0.852872 0.070250 0.53 0.95 -0.33
```
Forces are in eV/Å.

natural (NBO) population analysis, charges in e, atoms 1 to 5: number 1, C, carries -0.622; number 2, C, carries -0.470; number 3, P, carries 0.334; number 4, P, carries 0.359; number 5, H, carries 0.196

***

Record 3
Density functional theory data (wB97M-V/def2-TZVPD) for an isolated molecule of C9H16N2O4.

SMILES = C[C@@H](O)[C@H](N)C(=O)N1CCC[C@H]1C(=O)O
energy relative to the best compared isomer or geometry (same formula, charge and spin) = 60.7 kcal/mol
highest occupied orbital energy = -9.1 eV
E = -20761.298 eV

The geometry in XYZ format:
```
31
Properties=species:S:1:pos:R:3:forces:R:3
C -3.818200 0.198844 -0.329854 -2.55 1.53 -0.60
C -2.298043 0.289595 -0.381260 -0.24 -0.44 1.86
O -1.859339 1.552574 0.274852 -1.14 -1.93 -0.58
C -1.678641 -1.003894 0.357527 1.18 -1.38 -0.92
N -1.472769 -0.737860 1.783041 -0.73 1.25 -0.87
C -0.309545 -1.595013 -0.233744 -1.25 2.00 -0.67
O -0.413405 -2.510054 -1.048031 0.97 0.66 1.21
N 0.896704 -0.981271 0.145033 -1.31 -0.54 -1.06
C 2.090416 -1.607179 -0.459579 0.46 -0.18 2.11
C 3.228475 -0.573194 -0.073714 -1.62 -1.50 -3.97
C 2.590672 0.221761 0.992902 1.83 0.21 1.65
C 1.159754 0.403575 0.567122 -0.62 -0.29 1.00
C 0.949941 1.666746 -0.225669 0.84 -0.55 -3.75
O 1.160552 2.724580 0.260282 -0.16 0.90 0.31
O 0.598267 1.510019 -1.599013 0.37 -1.00 2.11
H -4.233135 1.014870 -1.023100 0.69 -0.76 0.98
H -4.271609 -0.723935 -0.877789 1.08 1.19 1.62
H -4.316612 0.499557 0.699448 1.16 -1.25 -1.89
H -2.064229 0.387053 -1.419630 0.74 -0.45 -0.63
H -0.919427 1.540857 0.113201 -0.08 0.44 0.09
H -2.297693 -1.941609 0.110937 0.24 1.67 0.53
H -1.950988 0.163149 1.933080 0.28 -0.76 0.71
H -1.799536 -1.480664 2.376787 -0.29 0.06 0.10
H 1.769865 -1.790195 -1.479279 1.04 -0.21 -0.37
H 2.328403 -2.554988 0.107307 -0.59 0.63 -0.91
H 4.160871 -1.085552 0.095777 0.28 0.09 0.38
H 3.302122 -0.003144 -1.050185 0.46 0.05 1.29
H 2.510482 -0.332094 1.948658 0.29 0.02 -0.48
H 3.308576 1.024196 1.179412 -1.02 0.79 0.18
H 0.615010 0.738325 1.447780 -0.37 -0.88 0.38
H 0.512791 2.353693 -2.046016 0.05 0.61 0.22
```
Forces are in eV/Å.

natural (NBO) population analysis, charges in e, atoms 1 to 5: number 1, C, carries -0.652; number 2, C, carries 0.070; number 3, O, carries -0.711; number 4, C, carries -0.159; number 5, N, carries -0.865

***

Record 4
Density functional theory data (wB97M-V/def2-TZVPD) for an isolated molecule of C5H12Se2.

SMILES = CC(C)(C[SeH])C[SeH]
energy relative to the best compared isomer or geometry (same formula, charge and spin) = 5.2 kcal/mol
highest occupied orbital energy = -8.6 eV
E = -136070.217 eV

The geometry in XYZ format:
```
19
Properties=species:S:1:pos:R:3:forces:R:3
C 0.535764 -1.458988 -0.944271 -1.75 -0.42 0.34
C 0.066106 -0.353508 -0.040103 1.71 3.23 0.64
C -0.739057 -0.970250 1.067318 -1.11 1.93 0.42
C -0.855476 0.615352 -0.940252 3.47 0.38 0.35
Se -1.662405 2.133328 -0.103081 -0.35 0.63 0.43
C 1.397724 0.483144 0.833036 -0.92 -1.07 -1.81
Se 2.529673 1.794804 -0.129625 -2.74 1.36 0.14
H -0.341392 -2.043800 -1.357168 0.83 0.42 0.77
H 1.099555 -1.213289 -1.784073 1.08 1.00 -1.37
H 1.136321 -2.035267 -0.304778 0.81 -1.54 0.49
H -0.985797 -0.253707 1.913856 0.26 -0.71 -1.13
H -1.644262 -1.143169 0.491489 -0.69 -0.93 0.81
H -0.286223 -1.836187 1.499933 0.14 -0.72 0.05
H -1.571990 -0.001234 -1.392709 -1.15 -0.76 -0.69
H -0.221670 1.084794 -1.772598 -0.76 -0.83 1.17
H -2.982756 1.575985 0.223681 0.18 -0.14 -0.02
H 2.227387 -0.202907 1.101322 -1.05 -0.24 0.14
H 0.986971 0.976503 1.728032 0.12 -0.35 -0.49
H 1.311529 2.848391 -0.090016 1.91 -1.22 -0.24
```
Forces are in eV/Å.

natural (NBO) population analysis, charges in e, atoms 1 to 5: number 1, C, carries -0.632; number 2, C, carries 0.015; number 3, C, carries -0.641; number 4, C, carries -0.598; number 5, Se, carries 0.053

***

Record 5
Density functional theory data (wB97M-V/def2-TZVPD) for an isolated molecule of C3H4OS.

energy relative to the best compared isomer or geometry (same formula, charge and spin) = 63.6 kcal/mol
highest occupied orbital energy = -7.4 eV
E = -16055.350 eV

The geometry in XYZ format:
```
9
Properties=species:S:1:pos:R:3:forces:R:3
C -2.883257 -0.403598 0.062420 1.16 -1.59 -0.67
C -0.948345 0.348900 -0.583914 -1.08 0.49 0.44
C 0.174738 -0.022453 0.318615 -0.07 0.08 0.11
O -3.063463 -1.558322 -0.006893 -0.55 0.96 0.32
S -2.354319 1.140545 0.092020 0.44 0.31 -0.20
H -0.829088 0.450231 -1.644938 -0.19 -0.05 -0.23
H -0.193427 -0.576667 1.184163 0.12 -0.09 0.09
H 0.714968 0.854566 0.687411 0.14 -0.05 0.10
H 0.881431 -0.659336 -0.212069 0.02 -0.05 0.03
```
Forces are in eV/Å.

natural (NBO) population analysis, charges in e, atoms 1 to 5: number 1, C, carries 0.393; number 2, C, carries -0.580; number 3, C, carries -0.643; number 4, O, carries -0.452; number 5, S, carries 0.439

***

Record 6
Density functional theory data (wB97M-V/def2-TZVPD) for a structure of composition C20H43F2N2O15PPt.

expectation value of S² = 2.01
net charge = +2
multiplicity = 3
highest occupied orbital energy (spin up / spin down) = -13.9 / -13.9 eV
E = -73081.663 eV

The geometry in XYZ format:
```
84
Properties=species:S:1:pos:R:3:forces:R:3
Pt -8.258968 -13.810213 -10.864223 -0.25 -0.79 1.53
C -7.512477 -9.111403 -5.582946 -0.93 -0.77 0.54
N -7.215130 -9.901096 -6.818848 0.45 -0.44 0.01
C -6.941171 -8.967471 -7.948235 -0.91 0.55 -0.40
C -6.050182 -10.798026 -6.533752 0.89 0.02 -0.53
C -8.370604 -10.792454 -7.230668 -1.71 1.10 -1.26
C -9.277368 -11.404805 -6.186825 1.36 -1.09 1.21
O -8.609056 -12.474000 -5.507931 -0.25 0.11 -0.21
H -6.664925 -8.532619 -5.232249 0.10 0.06 -0.38
H -7.785916 -9.844983 -4.824034 0.38 0.11 0.15
H -8.416257 -8.520110 -5.720543 0.25 0.30 -0.30
H -6.811610 -9.461936 -8.909650 0.48 -0.45 0.32
H -6.136469 -8.274369 -7.722593 0.16 -0.23 0.10
H -7.867649 -8.409465 -8.093545 0.17 0.29 0.21
H -6.358096 -11.505553 -5.770656 0.18 -0.01 0.04
H -5.146473 -10.236037 -6.294298 -0.41 0.35 0.62
H -5.710001 -11.294962 -7.445233 -0.68 -0.25 -0.09
H -7.990184 -11.464322 -8.000193 0.19 -0.33 0.39
H -9.083674 -10.158598 -7.775929 0.37 0.34 -0.05
H -10.229317 -11.764442 -6.579807 0.08 0.28 -0.51
H -9.512545 -10.649484 -5.436291 -0.21 -0.10 -0.05
H -8.739059 -13.289294 -6.031617 0.08 0.29 0.37
C -10.378305 -18.523553 -7.058781 0.09 0.06 0.58
N -11.439655 -18.132826 -6.053417 0.97 -0.82 -0.70
C -11.949640 -19.418018 -5.409992 0.38 0.15 -1.47
C -10.733970 -17.333435 -4.976127 0.67 -0.42 -0.81
C -12.592038 -17.401560 -6.742519 -0.94 -1.20 1.61
C -12.325322 -16.125540 -7.478399 1.59 -0.10 0.05
O -11.607857 -15.194536 -6.692485 0.11 0.31 -0.02
H -10.687453 -19.292145 -7.763608 -0.48 0.19 0.01
H -9.556825 -18.945478 -6.481213 0.13 0.13 -0.11
H -10.061295 -17.611537 -7.554815 0.11 -0.10 -0.14
H -11.070747 -20.057697 -5.380867 -0.05 -0.02 0.79
H -12.594194 -19.908348 -6.138444 -0.38 0.16 0.23
H -12.431915 -19.219046 -4.461082 0.04 -0.03 0.02
H -10.140812 -17.986630 -4.330806 -0.96 -0.47 0.32
H -11.487418 -16.724423 -4.496841 0.40 0.29 0.29
H -9.891704 -16.841741 -5.458044 -0.65 1.05 -0.10
H -13.271506 -17.374290 -5.885784 -0.40 0.78 -0.34
H -13.047116 -18.100309 -7.449556 0.21 -0.15 0.08
H -13.260468 -15.692909 -7.833282 -0.09 -0.13 0.05
H -11.733287 -16.459877 -8.341893 -0.13 0.53 -0.27
H -10.667709 -15.035326 -6.973772 -0.93 -0.44 0.22
C -8.821027 -14.536172 -8.336824 1.05 0.32 0.29
O -9.006194 -14.750849 -7.128154 -0.01 -0.09 -1.37
O -9.676712 -14.194954 -9.233537 -1.59 0.43 -0.69
O -7.653146 -14.542018 -8.920888 1.27 0.01 -0.16
C -4.475110 -14.498667 -9.042453 1.05 1.08 0.19
O -3.544309 -15.035548 -9.961360 0.24 -1.10 0.43
P -2.026432 -14.580311 -10.121204 1.32 -0.29 -1.66
O -1.841665 -13.158226 -10.437730 -0.36 0.06 0.74
O -1.155969 -15.117335 -8.874244 -1.10 0.05 -1.17
C -1.352499 -14.546204 -7.601633 0.12 0.26 1.72
O -1.610367 -15.532515 -11.350384 -0.89 0.81 1.58
C -0.407951 -15.291631 -12.096234 0.40 -0.50 -0.09
H -4.870992 -13.634659 -9.582634 -0.90 -0.16 0.38
H -4.018570 -14.106171 -8.127490 0.34 0.08 -0.19
H -5.148983 -15.248274 -8.642724 -0.39 -0.11 -0.88
H -1.972544 -13.646235 -7.556286 0.22 0.14 -0.58
H -0.388857 -14.307012 -7.151087 0.08 0.12 -0.33
H -1.823057 -15.234982 -6.894034 0.02 -0.35 -0.47
H -0.210885 -16.282429 -12.499879 0.49 0.17 -0.06
H 0.403257 -14.934729 -11.463372 0.00 -0.23 0.11
H -0.493160 -14.588623 -12.924789 -0.62 0.09 0.19
C -12.026351 -12.616209 -10.001746 -0.97 -2.32 -0.41
C -12.657744 -12.818740 -8.620433 1.87 0.47 0.08
O -13.869215 -13.417741 -8.868707 -0.46 -0.25 0.30
C -14.216097 -13.184366 -10.170738 -0.35 0.38 -1.15
O -15.179529 -13.519377 -10.765478 -0.24 -0.36 1.00
O -13.242581 -12.490571 -10.764550 1.27 1.68 -0.68
F -12.800298 -11.552241 -8.080384 -0.40 -0.04 0.10
H -11.632961 -13.525975 -10.471668 0.30 -0.28 0.88
H -11.185624 -11.932200 -10.074499 -0.92 1.08 -0.09
H -12.073444 -13.380794 -7.892980 -0.28 -0.21 -0.14
C -6.187594 -16.896656 -6.298444 2.81 0.50 -1.02
C -4.891290 -16.145178 -5.892270 -0.53 0.83 0.70
O -3.911686 -16.511868 -6.799938 -0.69 -0.87 0.32
C -4.304866 -17.728296 -7.366388 0.57 1.50 -0.71
O -3.651924 -18.300485 -8.154555 0.25 -0.62 0.07
O -5.560656 -17.971197 -7.027936 -1.87 -1.04 0.29
F -4.500679 -16.478524 -4.625971 -0.04 0.09 -0.05
H -6.642267 -16.203333 -7.004008 -0.74 -0.39 -0.06
H -6.825738 -17.266480 -5.509580 0.08 0.00 0.14
H -5.009776 -15.059310 -5.979897 0.08 -0.09 0.44
```
Forces are in eV/Å.

Löwdin population analysis, charges in e, atoms 1 to 5: number 1, Pt, carries 1.147; number 2, C, carries 0.027; number 3, N, carries -0.348; number 4, C, carries 0.012; number 5, C, carries 0.019

***

Question: Number 6 is which compound?
Answer: C20H43F2N2O15PPt

***

Question: The highest E belongs to which entry?
Answer: C3H4OS